DFT (the ωB97M-V functional and the def2-TZVPD basis) results for a structure of composition C3H9N3.

CARTESIAN COORDINATES (ANGSTROEM)
1 C 0.782 -0.988 0.466
2 C 0.776 0.168 -0.284
3 C -1.066 0.510 -1.006
4 N 0.998 0.295 1.145
5 N 0.764 -2.254 0.638
6 N -1.580 1.725 -0.877
7 H 1.296 0.579 -1.203
8 H -1.733 -0.296 -0.453
9 H 1.876 0.520 1.655
10 H -0.729 0.072 -1.989
11 H 0.255 0.823 1.563
12 H 0.967 -2.960 -0.089
13 H 0.610 -2.633 1.661
14 H -1.188 2.523 -1.290
15 H -2.028 1.916 0.062

Its charge is +2. As for the relative energy (zero: lowest compared OMol25 entry of this formula, charge and spin): 380.0 kJ/mol. The LUMO energy comes out at -0.360 Ha. As for the HOMO energy: -18.769 eV. The orbital gap is 0.330 Ha. The electronic energy comes out at -7705.3474 eV. The spin multiplicity is 1.